[1]
A 2-piece molecular cluster, C6H15N2 overall. Source: the OMol25 dataset; level of theory: ωB97M-V with the def2-TZVPD basis set.

Results
HOMO-LUMO gap	8.9	eV
lowest unoccupied orbital energy	-0.11329	Ha
total charge	+1

Cartesian coordinates (Å):
C: -1.944 0.266 1.223
C: -1.522 1.319 0.235
C: -0.771 2.379 0.550
N: -0.333 3.351 -0.351
H: -1.462 0.414 2.195
H: -3.006 0.359 1.454
H: -1.734 -0.746 0.870
H: -1.951 1.257 -0.761
H: -0.465 2.609 1.565
H: -0.427 4.292 0.007
H: -0.737 3.306 -1.272
C: 0.493 -1.969 -1.620
C: 1.429 -1.712 -0.493
C: 2.425 -2.432 -0.026
N: 0.989 -0.521 0.313
H: 0.798 -2.844 -2.186
H: -0.528 -2.057 -1.246
H: 0.489 -1.135 -2.325
H: 2.968 -2.167 0.870
H: 2.676 -3.346 -0.545
H: 0.409 -0.776 1.114
H: 0.447 0.126 -0.274
H: 1.760 0.027 0.701

=====

[2]
A 2-piece molecular cluster, C3H8IP overall. Source: the OMol25 dataset; level of theory: ωB97M-V with the def2-TZVPD basis set.

Results
HOMO-LUMO gap	9.6	eV
lowest unoccupied orbital energy	0.02350	Ha

Cartesian coordinates (Å):
C: -0.080 0.649 1.520
C: -0.922 -1.313 -0.898
C: 0.613 -0.661 1.370
P: 0.419 -1.892 0.254
I: 2.234 -0.136 -3.921
H: 0.582 1.378 1.982
H: -0.417 1.045 0.565
H: -0.958 0.539 2.160
H: -1.841 -1.843 -0.646
H: -0.643 -1.593 -1.913
H: -1.103 -0.245 -0.854
H: 1.361 -0.872 2.125
H: 1.950 1.241 -3.217

=====

[3]
C3H4BBeN2O4S as an isolated structure. Source: the OMol25 dataset; level of theory: ωB97M-V with the def2-TZVPD basis set.

Results
HOMO-LUMO gap	3.5	eV
lowest unoccupied orbital energy	-0.33010	Ha
total charge	+1

Cartesian coordinates (Å):
O: -2.954 1.557 -0.002
N: -2.134 1.733 -0.794
O: -1.161 0.617 -0.795
C: -0.084 0.955 0.038
O: 1.105 0.842 -0.763
B: 1.419 -0.551 -0.633
O: 1.395 -0.846 0.753
C: 0.296 -0.040 1.197
N: -0.761 -0.711 1.930
C: -1.374 -1.560 1.295
S: -2.188 -2.479 0.307
H: -0.157 1.984 0.392
H: 0.610 -1.338 -1.120
H: 2.491 -0.865 -1.280
H: 0.772 0.618 1.937
Be: 2.724 0.084 -2.462

=====

[4]
A single C10H16N2O5 molecule. Source: the OMol25 dataset; level of theory: ωB97M-V with the def2-TZVPD basis set.

Results
HOMO-LUMO gap	9.4	eV
lowest unoccupied orbital energy	0.01900	Ha

Cartesian coordinates (Å):
C: -2.711 0.465 -0.371
C: -1.244 0.113 -0.082
C: -3.593 0.451 0.900
C: -4.643 -0.634 0.662
C: -4.003 -1.501 -0.412
C: 0.813 1.021 0.865
C: 1.307 1.734 -0.397
C: 1.496 -0.308 1.290
C: 2.063 -1.236 0.210
C: 3.540 -1.104 0.069
H: -2.675 -0.917 -1.902
H: -2.683 1.464 -0.845
H: -2.997 0.251 1.788
H: -4.028 1.433 1.035
H: -4.920 -1.186 1.559
H: -5.564 -0.197 0.261
H: -4.736 -2.088 -0.958
H: -3.276 -2.193 0.031
H: -1.099 1.789 1.066
H: 1.033 1.758 1.656
H: 0.748 -0.852 1.859
H: 2.302 -0.090 1.977
H: 1.858 -2.281 0.468
H: 1.561 -1.082 -0.727
H: 5.034 -1.960 -0.647
H: 3.131 1.265 0.057
N: -3.349 -0.492 -1.259
N: -0.628 0.911 0.847
O: -0.676 -0.793 -0.664
O: 0.532 2.284 -1.144
O: 4.176 -0.150 0.459
O: 4.090 -2.139 -0.588
O: 2.626 1.791 -0.589

=====

[5]
An isolated ion of composition C6H10 and charge +1. Source: the OMol25 dataset; level of theory: ωB97M-V with the def2-TZVPD basis set.

Results
HOMO-LUMO gap (alpha / beta)	6.9 / 10.1	eV
2S+1	2
lowest unoccupied orbital energy (alpha / beta)	-0.21882 / -0.20910	Ha
expectation value of S²	0.801
total charge	+1

Cartesian coordinates (Å):
C: -0.499 -0.530 -1.871
C: 0.118 0.226 -0.877
C: 0.933 1.315 -1.158
C: 0.909 0.132 1.568
C: -0.093 -0.169 0.528
C: -1.376 -0.702 0.883
H: -0.774 -1.548 0.319
H: -0.374 -0.195 -2.891
H: -0.926 -1.511 -1.724
H: 1.069 1.576 -2.198
H: 1.295 1.989 -0.397
H: 0.689 1.122 1.981
H: 0.908 -0.588 2.387
H: -1.534 -0.961 1.923
H: 1.911 0.166 1.144
H: -2.255 -0.320 0.384

=====

[6]
A 9-piece molecular cluster, C20H61N3O9 overall. Source: the OMol25 dataset; level of theory: ωB97M-V with the def2-TZVPD basis set.

Results
HOMO-LUMO gap	8.6	eV
lowest unoccupied orbital energy	0.00148	Ha

Cartesian coordinates (Å):
C: 0.959 1.056 -2.575
C: 2.113 1.449 -3.485
O: 3.302 0.697 -3.224
H: 0.424 0.164 -2.897
H: 0.240 1.879 -2.559
H: 1.361 0.938 -1.568
H: 2.365 2.491 -3.302
H: 1.818 1.330 -4.533
H: 3.210 -0.157 -3.655
C: 2.928 3.021 0.562
C: 1.438 2.744 0.692
O: 0.819 3.771 1.471
H: 3.336 2.374 -0.218
H: 3.465 2.838 1.495
H: 3.069 4.061 0.275
H: 1.224 1.782 1.152
H: 1.065 2.798 -0.336
H: -0.092 3.833 1.167
C: -0.274 -0.462 0.699
C: -1.187 -1.332 -0.097
O: -1.428 -0.748 -1.379
H: -0.699 0.510 0.962
H: 0.650 -0.260 0.152
H: 0.020 -0.919 1.651
H: -2.142 -1.605 0.360
H: -0.708 -2.312 -0.239
H: -1.065 -1.311 -2.085
C: -4.293 3.072 -2.482
C: -3.527 1.786 -2.504
O: -2.605 1.827 -1.386
H: -5.107 3.126 -3.208
H: -3.645 3.931 -2.682
H: -4.702 3.272 -1.488
H: -2.900 1.719 -3.400
H: -4.172 0.912 -2.397
H: -2.289 0.919 -1.240
O: -0.550 -2.329 -3.480
H: 0.336 -2.769 -3.510
H: -0.574 -1.751 -4.251
O: -4.435 -2.401 -1.457
H: -3.732 -1.801 -1.742
H: -4.115 -3.278 -1.691
C: -4.125 2.874 2.194
C: -4.514 1.664 3.032
C: -3.785 0.418 2.575
O: -4.224 -0.654 3.378
C: -3.627 -1.877 3.035
N: -4.300 1.957 4.455
H: -3.077 3.144 2.331
H: -4.753 3.708 2.516
H: -4.359 2.713 1.141
H: -5.585 1.484 2.879
H: -2.705 0.586 2.744
H: -3.961 0.243 1.503
H: -2.527 -1.811 3.015
H: -3.961 -2.184 2.035
H: -3.894 -2.606 3.794
H: -3.388 2.394 4.576
H: -4.227 1.085 4.976
C: 3.978 -3.644 -2.082
C: 2.498 -3.958 -2.222
C: 1.663 -3.173 -1.215
O: 2.177 -3.398 0.091
C: 1.269 -3.114 1.107
N: 1.988 -3.663 -3.579
H: 4.126 -2.561 -2.167
H: 4.565 -4.155 -2.846
H: 4.356 -3.945 -1.107
H: 2.343 -5.023 -2.026
H: 0.620 -3.517 -1.251
H: 1.749 -2.097 -1.459
H: 1.685 -3.456 2.048
H: 0.317 -3.642 0.928
H: 1.028 -2.044 1.149
H: 2.520 -2.890 -3.974
H: 2.130 -4.444 -4.206
C: 3.819 -0.314 0.042
C: 3.677 0.631 1.215
C: 2.275 0.584 1.800
O: 2.207 1.413 2.931
C: 0.901 1.489 3.474
N: 4.667 0.325 2.268
H: 2.891 -0.431 -0.513
H: 4.160 -1.287 0.394
H: 4.603 0.111 -0.584
H: 3.780 1.664 0.844
H: 1.973 -0.453 2.032
H: 1.565 0.929 1.026
H: 0.167 1.780 2.717
H: 0.940 2.214 4.281
H: 0.608 0.516 3.896
H: 5.541 0.814 2.100
H: 4.326 0.734 3.137

=====

[7]
A 3-piece molecular cluster, C3H14N2O2 overall. Source: the OMol25 dataset; level of theory: ωB97M-V with the def2-TZVPD basis set.

Results
HOMO-LUMO gap (alpha / beta)	10.0 / 4.4	eV
2S+1	2
lowest unoccupied orbital energy (alpha / beta)	-0.13109 / -0.33515	Ha
expectation value of S²	0.754
total charge	+1

Cartesian coordinates (Å):
C: -1.842 -0.902 -3.009
C: -0.509 -0.572 -2.350
N: -0.588 -0.501 -0.892
C: 0.773 -0.656 -0.249
N: 1.664 0.459 -0.278
H: -2.473 -0.018 -3.089
H: -1.698 -1.245 -4.034
H: -2.253 -1.725 -2.417
H: -0.181 0.402 -2.723
H: 0.315 -1.263 -2.605
H: -0.960 -1.364 -0.469
H: 0.505 -0.914 0.795
H: 1.161 -1.653 -0.488
H: 1.095 1.302 -0.224
H: 2.169 0.476 -1.157
H: 3.376 4.140 3.276
H: 1.927 4.463 3.336
O: 2.743 4.660 3.790
H: -1.646 -2.432 2.657
H: -2.413 -2.064 1.516
O: -2.344 -2.818 2.104

=====

[8]
A 7-piece molecular cluster, C27H29Cl4N5 overall. Source: the OMol25 dataset; level of theory: ωB97M-V with the def2-TZVPD basis set.

Results
HOMO-LUMO gap	9.7	eV
lowest unoccupied orbital energy	0.00679	Ha

Cartesian coordinates (Å):
N: 3.043 -6.953 -4.050
C: 1.921 -6.233 -4.286
C: 1.660 -4.994 -3.648
C: 2.668 -4.465 -2.763
C: 3.773 -5.261 -2.497
C: 3.945 -6.414 -3.163
H: 1.265 -6.710 -4.999
H: 0.776 -4.378 -3.719
H: 2.531 -3.503 -2.291
H: 4.497 -4.927 -1.768
H: 4.844 -6.990 -3.002
N: 1.316 5.697 -3.119
C: 0.892 5.503 -4.423
C: 0.282 4.344 -4.879
C: 0.053 3.321 -4.001
C: 0.477 3.417 -2.645
C: 1.081 4.658 -2.278
H: 1.058 6.429 -4.954
H: 0.045 4.245 -5.928
H: -0.366 2.410 -4.402
H: 0.519 2.530 -2.030
H: 1.404 4.785 -1.255
N: -1.190 0.014 7.361
C: -1.734 0.613 6.255
C: -1.376 0.359 4.915
C: -0.412 -0.689 4.768
C: 0.066 -1.438 5.851
C: -0.273 -0.938 7.094
H: -2.592 1.250 6.406
H: -1.686 0.976 4.085
H: 0.015 -0.994 3.824
H: 0.832 -2.178 5.667
H: 0.172 -1.371 7.978
N: -0.907 0.857 0.401
C: 0.068 0.030 0.835
C: 0.644 -0.919 0.005
C: 0.274 -1.014 -1.395
C: -0.592 -0.001 -1.840
C: -1.240 0.787 -0.883
H: 0.357 -0.002 1.875
H: 1.300 -1.656 0.445
H: 0.654 -1.637 -2.191
H: -0.909 0.114 -2.867
H: -2.139 1.294 -1.200
N: -5.510 2.851 3.532
C: -4.539 2.434 2.675
C: -3.230 2.897 2.688
C: -2.921 3.929 3.556
C: -3.883 4.340 4.564
C: -5.216 3.849 4.411
H: -4.715 1.563 2.061
H: -2.538 2.472 1.976
H: -1.877 4.183 3.664
H: -3.595 5.061 5.315
H: -6.046 4.214 4.997
C: 3.855 -2.577 1.913
Cl: 2.554 -1.970 2.865
Cl: 4.039 -1.702 0.356
H: 4.803 -2.528 2.450
H: 3.709 -3.644 1.741
C: -0.270 -0.960 -5.958
Cl: -1.896 -0.654 -5.548
Cl: -0.225 -2.409 -6.969
H: 0.183 -0.149 -6.529
H: 0.300 -1.165 -5.052

=====

[9]
A single C5H4O3 molecule. Source: the OMol25 dataset; level of theory: ωB97M-V with the def2-TZVPD basis set.

Results
HOMO-LUMO gap	10.1	eV
lowest unoccupied orbital energy	-0.00321	Ha

Cartesian coordinates (Å):
C: -2.468 0.107 0.385
C: -1.124 0.591 -0.178
C: 0.924 -0.649 -0.891
C: 1.720 -0.230 0.284
C: 2.437 0.254 1.121
H: -3.212 1.019 0.341
H: 1.165 -1.782 -0.921
H: 1.303 -0.082 -1.826
H: 3.169 0.518 1.807
O: -2.639 -0.984 0.756
O: -0.836 1.736 -0.275
O: -0.440 -0.498 -0.602

=====

[10]
A 2-piece molecular cluster, C57H56F6N3OSi overall. Source: the OMol25 dataset; level of theory: ωB97M-V with the def2-TZVPD basis set.

Results
HOMO-LUMO gap	3.9	eV
lowest unoccupied orbital energy	-0.18013	Ha
total charge	+1

Cartesian coordinates (Å):
C: 0.806 3.216 6.533
Si: 0.532 3.888 4.815
C: -0.793 2.897 3.945
C: -0.004 5.680 4.940
O: 2.017 3.815 4.015
C: 2.380 2.894 2.962
C: 2.014 1.466 3.390
C: 1.126 0.668 2.680
C: 0.859 -0.628 3.067
C: 1.470 -1.152 4.185
C: 2.325 -0.364 4.926
C: 2.585 0.934 4.535
C: 1.701 3.324 1.659
C: 1.038 4.538 1.595
C: 0.401 4.950 0.444
C: 0.434 4.150 -0.677
C: 1.141 2.967 -0.650
C: 1.776 2.561 0.506
C: 3.930 3.002 2.786
C: 4.394 4.409 2.350
C: 5.344 4.197 1.155
C: 5.112 2.758 0.668
N: 4.467 2.029 1.785
C: 4.799 0.734 2.137
C: 5.417 -0.146 1.322
C: 5.987 -1.402 1.765
C: 6.254 -2.423 0.848
C: 6.847 -3.598 1.255
C: 7.199 -3.778 2.580
C: 6.946 -2.779 3.501
C: 6.344 -1.607 3.101
H: -0.104 3.259 7.125
H: 1.133 2.184 6.463
H: 1.580 3.800 7.023
H: -1.781 3.139 4.322
H: -0.765 3.102 2.881
H: -0.612 1.840 4.107
H: -0.854 5.783 5.611
H: 0.821 6.278 5.318
H: -0.291 6.059 3.962
H: 0.618 1.071 1.824
H: 0.161 -1.230 2.506
H: 1.279 -2.171 4.480
H: 2.787 -0.764 5.814
H: 3.241 1.551 5.125
H: 1.052 5.175 2.461
H: -0.104 5.902 0.415
H: -0.070 4.461 -1.579
H: 1.220 2.373 -1.544
H: 2.350 1.650 0.520
H: 4.402 2.754 3.745
H: 3.528 5.016 2.065
H: 4.882 4.953 3.170
H: 5.171 4.931 0.355
H: 6.388 4.321 1.475
H: 4.461 2.719 -0.212
H: 6.057 2.270 0.406
H: 4.574 0.441 3.145
H: 5.540 0.112 0.285
H: 5.989 -2.282 -0.187
H: 7.046 -4.379 0.539
H: 7.670 -4.696 2.895
H: 7.236 -2.912 4.531
H: 6.184 -0.819 3.815
F: -2.581 -7.150 -1.939
C: -1.814 -6.263 -1.273
F: -2.092 -5.006 -1.666
F: -1.995 -6.388 0.055
C: -0.340 -6.559 -1.588
N: 0.545 -5.585 -0.938
C: 1.097 -5.946 0.346
C: 2.400 -6.435 0.440
C: 2.899 -6.871 1.646
C: 2.112 -6.819 2.781
C: 0.832 -6.304 2.710
C: 0.326 -5.876 1.505
C: 0.771 -4.309 -1.523
C: 0.805 -3.164 -0.714
C: 1.099 -1.936 -1.234
C: 1.424 -1.788 -2.599
C: 1.781 -0.521 -3.124
C: 2.487 -0.284 -4.335
C: 2.401 0.973 -4.972
C: 3.091 1.234 -6.122
C: 3.945 0.276 -6.687
N: 4.665 0.538 -7.884
C: 3.962 1.183 -9.001
C: 3.066 0.181 -9.747
F: 2.274 0.864 -10.598
F: 3.856 -0.672 -10.423
F: 2.318 -0.486 -8.847
C: 5.936 -0.090 -8.148
C: 6.005 -1.352 -8.738
C: 7.217 -1.972 -8.927
C: 8.386 -1.338 -8.554
C: 8.337 -0.087 -7.970
C: 7.126 0.530 -7.763
C: 4.079 -0.958 -6.039
C: 3.361 -1.237 -4.910
C: 1.330 -2.937 -3.414
C: 1.004 -4.157 -2.897
H: -0.095 -7.560 -1.230
H: -0.195 -6.545 -2.666
H: 3.003 -6.485 -0.451
H: 3.897 -7.273 1.705
H: 2.492 -7.191 3.717
H: 0.220 -6.256 3.597
H: -0.683 -5.507 1.427
H: 0.564 -3.269 0.329
H: 1.116 -1.067 -0.597
H: 1.496 0.344 -2.550
H: 1.753 1.723 -4.550
H: 3.002 2.198 -6.594
H: 3.344 1.998 -8.630
H: 4.695 1.596 -9.694
H: 5.087 -1.813 -9.062
H: 7.256 -2.951 -9.375
H: 9.337 -1.816 -8.723
H: 9.251 0.403 -7.677
H: 7.082 1.508 -7.316
H: 4.740 -1.694 -6.465
H: 3.498 -2.182 -4.418
H: 1.485 -2.833 -4.472
H: 0.948 -5.016 -3.544

=====

[11]
A 2-piece molecular cluster, C2H5NS overall. Source: the OMol25 dataset; level of theory: ωB97M-V with the def2-TZVPD basis set.

Results
HOMO-LUMO gap	9.3	eV
lowest unoccupied orbital energy	0.00762	Ha

Cartesian coordinates (Å):
C: 2.351 0.169 -0.696
C: -1.783 0.333 -0.102
N: 2.039 -0.777 0.059
S: 3.040 0.478 0.837
H: -1.277 0.900 0.633
H: -2.819 0.459 -0.184
H: -1.689 -0.669 0.148
H: -1.167 0.476 -1.042
H: 1.304 -1.369 0.346

=====

Number 1: molar mass 115.2 g/mol, total energy -346.84161 Ha. Number 2: molar mass 202.0 g/mol, total energy -758.09938 Ha. Number 3: molar mass 184.0 g/mol, total energy -964.43773 Ha. Number 4: molar mass 244.2 g/mol, total energy -876.42612 Ha. Number 5: molar mass 82.1 g/mol, total energy -234.22247 Ha. Number 6: molar mass 487.7 g/mol, total energy -1639.78503 Ha. Number 7: molar mass 110.2 g/mol, total energy -382.30380 Ha. Number 8: molar mass 565.4 g/mol, total energy -3160.68171 Ha. Number 9: molar mass 112.1 g/mol, total energy -418.53009 Ha. Number 10: molar mass 941.2 g/mol, total energy -3333.69671 Ha. Number 11: molar mass 75.1 g/mol, total energy -531.99345 Ha.